Entry 1:
{"formula": "C15H26Cl2MoO2Si", "method": "wB97M-V/def2-TZVPD", "energy_ha": -2015.69736, "total_charge": -2, "relative_energy_kj_mol": 18.9, "multiplicity": 3, "elements": ["C", "C", "C", "C", "C", "C", "C", "C", "C", "C", "Mo", "Cl", "Cl", "O", "H", "H", "H", "H", "H", "H", "H", "H", "H", "H", "H", "H", "H", "H", "H", "H", "O", "H", "C", "Si", "C", "C", "C", "C", "H", "H", "H", "H", "H", "H", "H", "H", "H"], "positions_angstrom": [[-2.745, 0.509, 0.811], [-2.911, -0.844, 0.356], [-2.835, -0.850, -1.056], [-3.250, -2.021, 1.189], [-2.602, 0.472, -1.497], [-2.552, 1.328, -0.345], [-2.460, 2.810, -0.366], [-2.877, 0.983, 2.212], [-3.018, -2.032, -1.928], [-2.568, 0.899, -2.915], [-0.699, 0.020, -0.077], [-0.182, -4.846, 1.696], [-0.260, -1.294, 1.870], [0.326, 1.058, -1.486], [-3.042, -1.847, 2.237], [-2.692, -2.901, 0.884], [-4.315, -2.241, 1.082], [-2.623, -2.933, -1.470], [-2.523, -1.904, -2.886], [-4.082, -2.188, -2.117], [-1.987, 0.214, -3.526], [-2.136, 1.886, -3.030], [-3.586, 0.922, -3.308], [-1.831, 3.158, -1.180], [-2.046, 3.194, 0.562], [-3.453, 3.245, -0.493], [-2.467, 0.262, 2.912], [-3.928, 1.143, 2.456], [-2.347, 1.918, 2.365], [0.774, 0.488, -2.126], [0.221, 1.333, 0.988], [0.584, 2.039, 0.431], [5.258, 0.572, -1.039], [4.442, -0.126, 0.491], [4.992, -1.896, 0.739], [4.934, 0.894, 1.980], [2.584, -0.073, 0.286], [1.289, -0.036, 0.142], [6.322, 0.542, -0.922], [4.944, 1.585, -1.181], [4.977, -0.011, -1.891], [6.055, -1.926, 0.856], [4.525, -2.295, 1.615], [4.711, -2.479, -0.113], [4.619, 1.907, 1.838], [4.466, 0.495, 2.856], [5.997, 0.864, 2.097]]}



Entry 2:
{"formula": "C4H3FO", "method": "wB97M-V/def2-TZVPD", "energy_ha": -329.10464, "relative_energy_kj_mol": 476.0, "elements": ["C", "C", "C", "C", "H", "H", "H", "O", "F"], "positions_angstrom": [[1.896, 0.408, -0.033], [0.435, -0.195, -0.467], [-0.804, -0.425, -0.436], [-2.289, -0.454, 0.068], [2.201, 1.505, -0.468], [1.383, 0.833, 1.184], [-2.775, -1.598, 0.562], [-3.133, 0.362, -0.245], [3.086, -0.436, -0.165]]}



Entry 3:
{"formula": "C27H47AlBBr4CaClF14N4O17P3", "method": "wB97M-V/def2-TZVPD", "energy_ha": -16677.74224, "total_charge": 1, "elements": ["C", "C", "C", "N", "C", "P", "N", "O", "C", "C", "C", "P", "O", "Br", "N", "C", "C", "O", "O", "C", "O", "C", "F", "F", "C", "F", "F", "C", "F", "F", "C", "O", "O", "C", "O", "C", "C", "N", "C", "C", "C", "O", "B", "O", "O", "C", "F", "H", "H", "H", "H", "H", "H", "H", "H", "H", "H", "H", "H", "H", "H", "H", "H", "H", "H", "H", "H", "H", "H", "H", "H", "H", "H", "H", "H", "H", "H", "H", "H", "H", "H", "C", "C", "O", "O", "H", "H", "H", "Ca", "C", "Br", "Br", "Br", "H", "O", "H", "H", "C", "O", "H", "H", "H", "H", "F", "P", "F", "F", "F", "F", "F", "F", "Al", "Cl", "C", "C", "O", "O", "H", "H", "H"], "positions_angstrom": [[-3.060, -3.504, 4.482], [-3.450, -2.226, 3.788], [-4.689, -1.581, 4.319], [-2.895, -1.717, 2.737], [-1.559, -1.257, 2.656], [-1.266, -0.621, 4.434], [-2.216, 0.770, 4.391], [0.263, -0.038, 4.630], [-1.334, -0.044, 1.747], [-1.427, -0.253, 0.208], [-2.939, 0.008, -0.023], [-0.296, 1.069, -0.524], [0.238, 1.756, 0.780], [-1.417, 2.627, -1.693], [-0.874, -1.565, -0.284], [-1.883, -2.587, -0.744], [-2.810, -3.415, 0.144], [-3.954, -3.020, 0.308], [-2.501, -4.637, 0.494], [-0.159, -1.341, -1.633], [0.970, -1.694, -1.838], [-0.878, -0.908, -2.952], [-2.121, -0.413, -2.869], [-0.147, 0.095, -3.443], [-0.853, -2.054, -4.023], [-2.100, -2.224, -4.472], [-0.489, -3.240, -3.508], [0.024, -1.744, -5.259], [-0.102, -2.836, -6.045], [-0.450, -0.725, -5.970], [1.534, -1.638, -4.933], [2.151, -2.635, -4.643], [1.994, -0.401, -5.010], [0.139, -1.970, 0.773], [1.164, -1.012, 0.623], [1.742, -0.181, 1.615], [3.189, -0.400, 1.952], [4.031, -0.581, 0.751], [4.564, 0.722, 0.226], [6.080, 0.717, -0.229], [6.572, -0.620, -0.907], [6.223, 1.707, -1.147], [0.863, -3.428, 0.569], [0.348, -4.569, 0.032], [2.134, -3.496, 1.062], [-0.414, -2.188, 2.174], [-0.689, -3.522, 2.374], [-3.858, -3.804, 5.144], [-2.165, -3.388, 5.070], [-2.932, -4.277, 3.734], [-4.926, -0.694, 3.761], [-5.523, -2.270, 4.358], [-4.443, -1.297, 5.338], [-2.536, 1.009, 5.331], [-1.618, 1.566, 4.163], [0.914, -0.740, 4.671], [-0.401, 0.365, 2.113], [-2.080, 0.701, 2.104], [-3.555, -0.502, 0.716], [-3.144, 1.083, 0.188], [-3.353, -0.230, -0.991], [0.441, 2.703, 0.730], [-1.338, -3.299, -1.353], [-2.556, -2.183, -1.483], [-3.331, -5.260, 0.187], [2.561, -0.210, -4.248], [1.734, 0.866, 1.252], [1.240, -0.090, 2.568], [3.498, 0.407, 2.618], [3.261, -1.322, 2.534], [4.789, -1.170, 1.076], [4.462, 1.504, 0.980], [3.950, 1.020, -0.615], [6.792, 0.974, 0.623], [5.827, -1.088, -1.530], [7.497, -0.447, -1.435], [6.832, -1.387, -0.111], [5.558, 1.556, -1.845], [0.499, -4.697, -0.907], [2.267, -4.405, 1.354], [0.375, -2.035, 2.906], [1.912, 3.088, -3.752], [3.408, 3.078, -3.395], [4.061, 2.056, -3.742], [3.826, 4.080, -2.798], [1.641, 2.170, -4.273], [1.314, 3.170, -2.842], [1.680, 3.936, -4.396], [6.692, -0.522, 1.895], [5.366, 6.945, -3.923], [4.096, 7.972, -4.934], [6.927, 6.512, -4.968], [5.831, 7.800, -2.264], [4.884, 6.009, -3.665], [-2.931, 4.181, -4.157], [-3.431, 4.380, -4.954], [-2.531, 3.325, -4.339], [1.833, 5.589, -7.552], [2.276, 4.967, -6.350], [0.901, 6.105, -7.338], [2.570, 6.315, -7.905], [1.657, 4.843, -8.332], [3.100, 4.514, -6.544], [-1.620, 3.957, 7.053], [-3.094, 4.020, 6.323], [-3.249, 5.300, 7.332], [-3.232, 2.437, 6.851], [-2.281, 3.290, 5.049], [-3.400, 5.088, 5.105], [-4.729, 3.884, 6.444], [2.529, 1.964, 1.484], [-3.035, 2.145, 1.730], [-3.310, -6.980, -0.243], [-5.541, -4.848, 2.228], [-6.533, -4.777, 3.502], [-6.971, -3.654, 3.665], [-6.637, -5.861, 4.040], [-5.456, -3.876, 1.758], [-4.563, -5.181, 2.570], [-5.950, -5.567, 1.520]]}



Entry 4:
{"formula": "C28H51O13P", "method": "wB97M-V/def2-TZVPD", "energy_ha": -2417.01710, "smiles": "C[C@@H]1COC(=O)O1.C[C@@H]1COC(=O)O1.C[C@@H]1COC(=O)O1.C[C@@H]1COC(=O)O1.COCCCCCCCCCCCP", "elements": ["C", "C", "C", "O", "C", "O", "O", "H", "H", "H", "H", "H", "H", "C", "C", "C", "O", "C", "O", "O", "H", "H", "H", "H", "H", "H", "C", "C", "C", "O", "C", "O", "O", "H", "H", "H", "H", "H", "H", "C", "C", "C", "O", "C", "O", "O", "H", "H", "H", "H", "H", "H", "C", "O", "C", "C", "C", "C", "C", "C", "C", "C", "C", "C", "C", "P", "H", "H", "H", "H", "H", "H", "H", "H", "H", "H", "H", "H", "H", "H", "H", "H", "H", "H", "H", "H", "H", "H", "H", "H", "H", "H", "H"], "positions_angstrom": [[0.857, -2.117, 3.210], [0.362, -1.180, 2.143], [-0.986, -0.530, 2.382], [-1.466, -0.341, 1.042], [-0.885, -1.267, 0.249], [-1.197, -1.487, -0.878], [0.111, -1.895, 0.911], [1.176, -1.546, 4.082], [0.072, -2.811, 3.513], [1.706, -2.692, 2.845], [1.111, -0.415, 1.912], [-0.948, 0.431, 2.885], [-1.672, -1.198, 2.910], [-0.201, 6.399, 2.422], [-0.091, 4.901, 2.509], [-0.935, 4.101, 1.534], [-1.205, 2.901, 2.273], [-1.125, 3.195, 3.589], [-1.451, 2.451, 4.461], [-0.614, 4.426, 3.772], [0.322, 6.756, 1.534], [-1.244, 6.711, 2.367], [0.254, 6.860, 3.296], [0.952, 4.578, 2.457], [-0.439, 3.843, 0.603], [-1.884, 4.600, 1.327], [-4.865, 0.154, 0.950], [-5.515, -1.109, 1.438], [-6.981, -1.008, 1.818], [-7.089, -1.941, 2.906], [-5.873, -2.055, 3.482], [-5.663, -2.586, 4.527], [-4.929, -1.481, 2.711], [-5.152, 0.388, -0.074], [-5.149, 0.985, 1.596], [-3.784, 0.035, 1.003], [-5.351, -1.950, 0.758], [-7.672, -1.294, 1.029], [-7.223, -0.010, 2.186], [-4.563, 0.234, 5.996], [-5.091, 1.535, 5.460], [-6.308, 2.118, 6.152], [-6.975, 2.809, 5.083], [-6.624, 2.214, 3.923], [-7.140, 2.419, 2.868], [-5.612, 1.349, 4.122], [-4.042, 0.408, 6.938], [-5.370, -0.483, 6.154], [-3.851, -0.194, 5.293], [-4.298, 2.282, 5.393], [-6.083, 2.824, 6.947], [-6.971, 1.332, 6.523], [2.456, -0.377, -7.023], [3.869, -0.345, -7.036], [4.495, -1.073, -6.001], [4.521, -2.575, -6.253], [5.277, -3.339, -5.151], [4.440, -4.185, -4.181], [3.736, -3.448, -3.034], [2.367, -2.836, -3.362], [1.807, -1.909, -2.272], [2.249, -0.439, -2.345], [3.500, -0.099, -1.533], [4.090, 1.275, -1.851], [5.542, 1.419, -1.386], [6.860, 0.804, -2.537], [2.077, 0.641, -7.148], [2.069, -0.777, -6.080], [2.073, -0.996, -7.841], [5.518, -0.693, -5.936], [4.010, -0.858, -5.038], [3.496, -2.952, -6.343], [4.997, -2.733, -7.224], [5.999, -4.007, -5.627], [5.875, -2.627, -4.566], [5.111, -4.927, -3.738], [3.698, -4.759, -4.751], [3.573, -4.171, -2.227], [4.413, -2.692, -2.620], [2.389, -2.318, -4.327], [1.665, -3.667, -3.494], [2.098, -2.311, -1.292], [0.717, -1.939, -2.288], [1.422, 0.190, -1.990], [2.411, -0.147, -3.388], [3.251, -0.145, -0.465], [4.264, -0.867, -1.696], [4.028, 1.446, -2.932], [3.486, 2.060, -1.381], [5.689, 0.856, -0.455], [5.788, 2.456, -1.144], [6.306, 1.355, -3.720], [6.258, -0.457, -2.787]]}



Entry 5:
{"formula": "C4H6FN3O", "method": "wB97M-V/def2-TZVPD", "energy_ha": -495.24288, "multiplicity": 3, "elements": ["C", "C", "C", "C", "N", "N", "N", "O", "F", "H", "H", "H", "H", "H", "H"], "positions_angstrom": [[0.868, 1.284, -0.622], [2.240, -0.429, -0.038], [-0.376, 0.751, -0.078], [-0.180, -0.738, 0.359], [2.091, 0.755, -0.597], [1.213, -1.059, 0.670], [-0.703, -1.659, -0.638], [-1.764, -2.308, -0.415], [3.356, -1.076, 0.018], [0.872, 2.207, -1.227], [-0.799, 1.269, 0.748], [-0.895, 0.796, -0.952], [-0.724, -1.065, 1.292], [1.326, -2.032, 0.777], [0.007, -2.142, -1.140]]}



Entry 6:
{"formula": "C5H9NO3", "method": "wB97M-V/def2-TZVPD", "energy_ha": -476.30822, "relative_energy_kj_mol": 356.9, "smiles": "COC(=O)/C(N)=C(/C)O", "elements": ["C", "O", "C", "O", "C", "N", "C", "C", "O", "H", "H", "H", "H", "H", "H", "H", "H", "H"], "positions_angstrom": [[-0.915, -0.117, 2.183], [0.414, -0.106, 1.708], [1.513, 0.012, 0.848], [2.636, 0.204, 1.270], [0.991, 0.130, -0.511], [1.609, 0.997, -1.423], [-0.238, -0.483, -0.714], [-1.237, 0.042, -1.698], [-0.539, -1.753, -0.311], [-0.849, 0.016, 3.267], [-1.475, 0.710, 1.740], [-1.404, -1.078, 1.996], [1.160, 1.904, -1.483], [2.597, 1.126, -1.210], [-2.221, -0.408, -1.539], [-1.312, 1.130, -1.641], [-0.925, -0.229, -2.711], [0.196, -2.097, 0.230]]}